Run w
A cluster of 5 separate species, H10O5 in total. Source: OMol25; level of theory: ωB97M-V with the def2-TZVPD basis set.

Atoms and positions in Å:
O  -2.560  1.851  -0.656
H  -1.903  1.276  -0.464
H  -2.292  2.530  0.103
O  1.019  -0.482  1.681
H  1.132  0.430  1.865
H  1.844  -0.860  1.690
O  -0.429  0.074  -0.743
H  0.101  0.282  -1.449
H  0.110  -0.018  0.060
O  -0.311  -2.958  1.773
H  0.056  -2.156  1.731
H  0.073  -3.248  2.604
O  1.085  0.668  -2.848
H  0.425  1.354  -3.008
H  1.649  1.263  -2.341

HOMO-LUMO gap   10.7 eV
SMILES   O.O.O.O.O
E_HOMO   -10.8 eV


Run x
A structure of composition H10O5. Source: OMol25; level of theory: ωB97M-V with the def2-TZVPD basis set.

Atoms and positions in Å:
H  0.800  0.193  1.510
H  0.045  1.479  1.981
H  -0.097  -1.247  0.672
H  0.809  -2.429  1.165
H  -1.544  -0.473  0.874
H  -1.463  -0.370  -0.722
H  0.145  0.776  -1.810
H  -1.291  0.981  -2.645
H  1.561  0.179  -0.340
H  0.564  1.266  -0.289
O  0.110  0.975  1.193
O  0.860  -1.398  1.217
O  -1.230  -1.210  0.087
O  -0.800  0.265  -2.025
O  1.530  1.013  -0.867

HOMO-LUMO gap   11.1 eV
E_HOMO   -10.8 eV


Run y
A cluster of 5 separate species, H10O5 in total. Source: OMol25; level of theory: ωB97M-V with the def2-TZVPD basis set.

Atoms and positions in Å:
O  2.890  -1.459  -0.400
H  3.834  -1.294  -0.293
H  2.765  -2.372  -0.111
O  -2.377  0.750  -1.486
H  -2.818  0.455  -2.290
H  -2.955  0.465  -0.768
O  0.099  -0.262  0.356
H  -0.048  0.387  -0.342
H  0.898  -0.737  0.089
O  0.204  2.537  -1.045
H  -0.246  2.406  -0.202
H  -0.241  1.935  -1.656
O  -0.953  -1.210  2.723
H  -0.458  -0.879  3.479
H  -0.594  -0.722  1.946

HOMO-LUMO gap   11.1 eV
SMILES   O.O.O.O.O
E_HOMO   -10.6 eV


Preferred: run y; penalty for the next structure: 26.4 kcal/mol.


Run w
A cluster of 5 separate species, H10O5 in total. Source: OMol25; level of theory: ωB97M-V with the def2-TZVPD basis set.

Atoms and positions in Å:
O  15.255  -2.516  8.653
H  14.360  -2.427  8.348
H  15.204  -2.382  9.567
O  16.336  -3.248  6.141
H  15.860  -2.998  6.933
H  17.219  -3.282  6.497
O  15.662  -0.310  6.174
H  16.012  0.058  5.355
H  15.986  -1.218  6.245
O  15.134  -2.805  3.433
H  15.315  -3.076  4.324
H  15.926  -2.496  3.043
O  15.092  -6.609  5.455
H  15.511  -5.980  6.017
H  15.428  -6.302  4.598

HOMO-LUMO gap   11.4 eV
SMILES   O.O.O.O.O
E_HOMO   -11.1 eV


Run x
A cluster of 5 separate species, H10O5 in total. Source: OMol25; level of theory: ωB97M-V with the def2-TZVPD basis set.

Atoms and positions in Å:
O  -2.794  -1.303  -0.821
O  -0.370  -0.397  0.345
O  2.857  2.344  -0.016
O  4.300  -0.930  1.224
O  -4.630  0.785  -1.123
H  -2.277  -1.249  0.001
H  -0.223  -0.001  1.215
H  2.088  2.023  -0.497
H  5.079  -0.857  0.673
H  -3.849  0.339  -0.768
H  -3.373  -2.054  -0.670
H  0.277  -0.787  -0.221
H  3.045  1.610  0.605
H  4.423  -0.547  2.103
H  -4.554  1.023  -2.051

HOMO-LUMO gap   10.8 eV
SMILES   O.O.O.O.O
E_HOMO   -10.5 eV


Run y
A cluster of 5 separate species, H10O5 in total. Source: OMol25; level of theory: ωB97M-V with the def2-TZVPD basis set.

Atoms and positions in Å:
O  -1.578  3.253  5.314
H  -1.468  2.434  4.830
H  -2.209  3.042  6.003
O  -0.466  0.512  0.455
H  -0.055  1.318  0.145
H  -1.038  0.243  -0.264
O  2.086  1.180  -3.655
H  1.423  0.512  -3.482
H  1.938  1.437  -4.565
O  -1.537  -2.115  -4.105
H  -2.015  -2.903  -3.846
H  -1.711  -2.026  -5.042
O  2.293  -2.663  2.635
H  2.908  -1.951  2.810
H  1.429  -2.272  2.765

HOMO-LUMO gap   11.8 eV
SMILES   O.O.O.O.O
E_HOMO   -11.4 eV


Preferred: run w; penalty for the next structure: 7.1 kcal/mol.


Run w
A cluster of 2 separate species, CH4O3S in total. Source: OMol25; level of theory: ωB97M-V with the def2-TZVPD basis set.

Atoms and positions in Å:
C  -1.951  -0.488  0.249
O  2.247  0.858  -0.021
O  -3.264  -0.468  0.152
O  -1.263  0.416  0.615
S  3.282  -0.437  0.204
H  -1.575  -1.478  -0.058
H  1.374  0.622  0.322
H  -3.630  0.394  0.420
H  3.995  -0.193  -0.898

HOMO-LUMO gap   9.3 eV
SMILES   O=CO.OS
E_HOMO   -8.7 eV


Run x
The molecule CH4O3S. Source: OMol25; level of theory: ωB97M-V with the def2-TZVPD basis set.

Atoms and positions in Å:
C  -0.606  0.506  0.367
O  -1.925  0.887  0.575
O  1.556  -1.592  -1.315
O  -0.205  0.435  -0.989
S  0.007  -1.228  -1.605
H  -0.438  -0.308  0.984
H  -0.127  1.276  0.887
H  -2.382  0.156  0.316
H  2.067  -1.167  -2.088

HOMO-LUMO gap   9.8 eV
SMILES   OCOSO
E_HOMO   -9.4 eV


Preferred: run w; penalty for the next structure: 27.7 kcal/mol.


Run w
A structure of composition C6H12N2. Source: OMol25; level of theory: ωB97M-V with the def2-TZVPD basis set.

Atoms and positions in Å:
C  -1.253  0.869  0.716
C  1.469  -0.755  -0.720
C  -1.402  -1.670  0.163
C  0.832  -0.470  0.491
C  -0.587  -0.457  0.502
N  1.491  0.409  1.362
C  -0.041  1.514  -1.311
N  -1.104  0.907  -0.727
H  2.498  0.398  1.306
H  1.158  0.403  2.313
H  -2.299  0.836  1.016
H  -0.692  1.614  1.282
H  0.987  -1.440  -1.404
H  0.928  0.534  -1.340
H  2.553  -0.748  -0.786
H  -1.667  -2.214  1.078
H  -0.856  -2.365  -0.476
H  -2.324  -1.385  -0.343
H  -0.202  1.738  -2.364
H  0.511  2.282  -0.758

HOMO-LUMO gap   8.6 eV
E_HOMO   -7.6 eV


Run x
A cluster of 2 separate species, C6H12N2 in total. Source: OMol25; level of theory: ωB97M-V with the def2-TZVPD basis set.

Atoms and positions in Å:
C  1.557  -1.006  -0.254
C  0.272  0.567  2.152
C  -1.040  -0.062  0.084
C  -0.939  -0.538  -1.205
N  -2.090  0.788  0.457
N  2.020  -0.057  -1.128
C  -0.044  -0.402  1.041
C  -1.067  -0.076  -2.435
H  -2.499  0.611  1.365
H  -2.765  0.958  -0.272
H  1.421  0.665  -1.512
H  2.870  0.438  -0.891
H  2.194  -1.215  0.602
H  1.225  -1.925  -0.717
H  -0.061  -1.447  1.327
H  -1.138  0.987  -2.673
H  -0.963  -0.727  -3.299
H  -0.520  0.581  2.909
H  1.180  0.279  2.685
H  0.386  1.581  1.765

HOMO-LUMO gap (alpha / beta)   8.2 / 8.2 eV
E_HOMO (alpha / beta)   -7.4 / -7.4 eV


Preferred: run w; penalty for the next structure: 18.6 kcal/mol.


Run w
The molecule C6H12N2. Source: OMol25; level of theory: ωB97M-V with the def2-TZVPD basis set.

Atoms and positions in Å:
C  0.153  0.768  0.178
C  0.775  0.145  -0.985
C  1.049  -1.398  -0.997
C  -0.355  -2.080  -1.122
C  0.123  2.246  0.163
C  -1.047  -0.025  2.223
N  -1.103  -2.079  0.039
N  -0.215  -0.007  1.086
H  0.207  0.469  -1.901
H  1.890  0.552  -1.124
H  1.526  -1.828  -1.893
H  1.470  -1.820  -0.114
H  -0.858  -1.686  -1.991
H  -0.175  -3.106  -1.297
H  -0.116  2.672  1.245
H  -0.550  2.571  -0.600
H  1.093  2.589  -0.126
H  -1.240  -1.109  2.247
H  -1.876  0.786  2.149
H  -0.401  0.084  3.086

HOMO-LUMO gap (alpha / beta)   8.4 / 8.3 eV
E_HOMO (alpha / beta)   -8.1 / -7.9 eV


Run x
A structure of composition C6H12N2. Source: OMol25; level of theory: ωB97M-V with the def2-TZVPD basis set.

Atoms and positions in Å:
C  0.229  -0.011  -0.304
C  0.697  -0.353  1.061
C  -1.153  0.089  -0.955
C  -0.193  1.141  -0.856
C  2.022  0.414  1.303
C  -2.476  0.043  -0.275
N  0.609  -1.658  -2.330
N  1.331  -1.064  -1.555
H  -0.100  -0.066  1.848
H  -1.296  -0.435  -1.850
H  -0.019  2.050  -1.335
H  1.688  1.323  1.034
H  2.823  0.024  0.640
H  2.411  0.413  2.259
H  -2.333  0.314  0.729
H  -2.788  -0.923  -0.257
H  -3.258  0.679  -0.726
H  0.862  -1.486  1.065
H  0.583  -1.602  -3.330
H  1.823  -0.310  -1.951

HOMO-LUMO gap (alpha / beta)   8.1 / 8.1 eV
E_HOMO (alpha / beta)   -7.8 / -7.8 eV


Run y
A cluster of 2 separate species, C6H12N2 in total. Source: OMol25; level of theory: ωB97M-V with the def2-TZVPD basis set.

Atoms and positions in Å:
C  -1.095  -0.842  2.326
C  -1.943  -1.722  1.402
H  -0.961  -1.256  3.325
H  -0.142  -0.469  1.947
H  -1.606  0.114  2.514
H  -1.626  -1.664  0.362
H  -1.847  -2.757  1.733
H  -2.992  -1.438  1.480
C  0.269  -0.510  -2.374
C  2.478  1.407  -0.354
C  0.890  0.439  -1.399
C  0.352  1.600  -0.911
N  2.206  0.325  -1.040
N  1.374  2.168  -0.182
H  3.470  1.765  -0.128
H  1.386  3.043  0.317
H  -0.616  2.061  -0.991
H  -0.237  0.035  -3.174
H  -0.433  -1.246  -1.981
H  1.073  -1.052  -2.872

HOMO-LUMO gap   9.5 eV
SMILES   Cc1c[nH]cn1.CC
E_HOMO   -8.6 eV


Preferred: run y; penalty for the next structure: 126.4 kcal/mol.


Run w
The molecule C6H12N2. Source: OMol25; level of theory: ωB97M-V with the def2-TZVPD basis set.

Atoms and positions in Å:
C  1.001  0.963  -0.946
C  1.667  -0.327  -0.904
C  -1.212  -0.445  0.020
C  3.171  -0.489  -0.966
C  -3.094  0.350  1.582
C  -2.484  -0.229  0.313
N  -0.079  -0.305  0.849
N  1.074  0.168  0.292
H  1.536  1.913  -0.849
H  1.282  -1.236  -1.308
H  -0.829  -0.889  -0.861
H  3.615  -0.321  -1.997
H  3.460  -1.496  -0.512
H  3.795  0.246  -0.339
H  -3.784  1.176  1.330
H  -2.226  0.679  2.246
H  -3.612  -0.430  2.085
H  -3.205  -0.560  -0.386
H  0.129  1.101  -1.461
H  -0.206  0.133  1.812

HOMO-LUMO gap   9.1 eV
SMILES   C/C=C\NN1C[C@H]1C
E_HOMO   -8.0 eV


Run x
The molecule C6H12N2. Source: OMol25; level of theory: ωB97M-V with the def2-TZVPD basis set.

Atoms and positions in Å:
C  0.644  2.236  -1.549
C  1.303  0.478  0.245
C  0.395  0.053  1.724
C  -0.397  -1.190  1.252
C  -0.302  -1.225  -0.203
C  0.043  0.046  -0.528
H  1.384  3.155  -1.112
H  0.436  2.016  -2.531
H  -0.330  2.449  -0.815
H  2.238  -0.310  0.369
H  1.096  -0.265  2.619
H  -0.445  0.859  2.165
H  -0.031  -2.180  1.798
H  -1.413  -0.636  1.429
H  0.554  -1.744  -0.442
H  -2.424  -1.180  -0.856
H  -1.449  -2.453  -1.572
H  -0.750  0.673  -0.193
N  1.055  0.909  -1.167
N  -1.608  -1.691  -0.633

HOMO-LUMO gap   9.4 eV
SMILES   CN1[C@H]2[C@H](N)CC[C@@H]21
E_HOMO   -8.3 eV


Preferred: run w; penalty for the next structure: 130.1 kcal/mol.


Run w
The molecule C6H12N2. Source: OMol25; level of theory: ωB97M-V with the def2-TZVPD basis set.

Atoms and positions in Å:
C  -1.065  1.621  -1.091
C  -1.139  0.060  -1.268
C  -2.279  -0.695  -0.686
C  0.836  -0.019  -0.018
C  2.677  0.013  1.333
C  1.903  -1.339  1.636
H  -1.737  1.581  0.054
H  -1.784  2.077  -1.839
H  0.047  2.077  -1.210
H  -1.264  0.068  -2.329
H  -2.193  -1.610  -1.140
H  -3.272  -0.090  -0.935
H  -2.351  -0.914  0.372
H  0.479  0.716  0.905
H  3.622  0.153  1.372
H  2.116  0.813  1.843
H  0.755  -1.258  1.895
H  2.446  -2.255  1.923
N  0.184  -0.336  -1.174
N  2.020  -0.664  0.357

HOMO-LUMO gap   9.8 eV
SMILES   CC(C)/N=C/N1CC1
E_HOMO   -8.9 eV


Run x
A structure of composition C6H12N2. Source: OMol25; level of theory: ωB97M-V with the def2-TZVPD basis set.

Atoms and positions in Å:
C  -1.027  1.988  -0.303
C  -1.075  0.729  0.509
C  -0.913  -1.702  -0.123
C  0.489  -0.988  -0.459
C  0.216  -0.052  0.641
C  2.545  0.404  -0.185
H  -0.237  2.726  0.155
H  -0.226  1.739  -1.177
H  -1.959  2.552  -0.602
H  -1.171  0.871  1.705
H  -2.315  -0.343  -1.133
H  -0.959  -2.231  0.844
H  -1.361  -2.411  -0.970
H  0.401  -0.352  -1.408
H  0.142  -0.479  1.674
H  2.554  1.150  0.789
H  3.799  -0.090  -0.188
H  2.471  0.668  -1.648
N  -1.831  -0.439  -0.107
N  1.466  -0.428  0.318

HOMO-LUMO gap   9.1 eV
E_HOMO   -8.3 eV


Run y
A cluster of 3 separate species, C6H12N2 in total. Source: OMol25; level of theory: ωB97M-V with the def2-TZVPD basis set.

Atoms and positions in Å:
C  1.201  1.679  -0.533
C  0.121  0.703  -0.103
C  -1.127  0.954  0.609
C  -2.100  -0.335  0.090
C  -0.019  -0.751  -0.773
C  0.764  -0.834  0.439
H  1.451  2.354  0.277
H  0.861  2.115  -1.430
H  2.039  0.941  -0.901
H  -1.010  0.800  1.732
H  -1.839  2.006  0.379
H  -3.002  -0.067  -0.543
H  -2.588  -0.871  1.092
H  -1.329  -2.296  -0.313
H  0.504  -1.044  -1.498
H  0.231  -1.147  1.187
H  2.685  -1.598  1.815
H  2.513  0.059  -0.770
N  -1.478  -1.191  -0.870
N  2.119  -1.478  0.114

HOMO-LUMO gap   7.7 eV
E_HOMO   -8.4 eV


Preferred: run w; penalty for the next structure: 81.8 kcal/mol.


Run w
A cluster of 2 separate species, C6H12N2 in total. Source: OMol25; level of theory: ωB97M-V with the def2-TZVPD basis set.

Atoms and positions in Å:
C  0.003  -0.665  -1.812
C  2.851  1.456  -1.793
C  1.268  0.026  -1.622
C  2.404  -0.490  -0.945
N  1.664  1.187  -2.243
N  3.350  0.477  -0.961
H  3.386  2.253  -2.210
H  4.329  0.621  -0.556
H  2.542  -1.331  -0.483
H  -0.381  -0.134  -2.728
H  -0.777  -0.380  -0.993
H  0.066  -1.648  -1.875
C  -2.096  0.365  2.229
C  -3.073  -0.757  2.412
H  -2.349  1.070  1.432
H  -1.846  0.993  3.092
H  -1.117  -0.069  1.983
H  -4.035  -0.123  2.359
H  -3.192  -1.469  1.485
H  -2.997  -1.383  3.228

HOMO-LUMO gap   9.1 eV
SMILES   Cc1c[nH]cn1.CC
E_HOMO   -8.2 eV


Run x
A structure of composition C6H12N2. Source: OMol25; level of theory: ωB97M-V with the def2-TZVPD basis set.

Atoms and positions in Å:
C  0.330  -1.719  -1.105
C  -0.591  -0.650  -1.725
C  -0.092  0.166  0.405
C  0.921  -1.071  0.137
C  0.518  1.573  0.332
C  -0.558  0.498  1.876
H  1.105  -1.949  -1.919
H  -0.141  -2.713  -0.945
H  -0.076  0.170  -2.350
H  -1.413  -1.127  -2.312
H  -1.698  0.796  -0.781
H  1.806  -0.493  -0.207
H  0.993  -1.751  1.022
H  0.418  2.163  -0.632
H  1.571  1.436  0.615
H  -0.174  2.570  2.076
H  -1.541  0.191  2.008
H  0.165  0.095  2.635
N  -1.176  -0.029  -0.532
N  -0.367  1.844  1.400

HOMO-LUMO gap   9.5 eV
E_HOMO   -8.5 eV


Preferred: run w; penalty for the next structure: 7.7 kcal/mol.